Formula: C54H120F16N14O32S16
Source: the OMol25 dataset
Level of theory: ωB97M-V/def2-TZVPD

- Total energy: -13272.1034 a.u.
- Charge: -2
- Energy above the lowest of the compared OMol25 structures with the same formula, charge and spin: 0.0 kJ/mol

XYZ file:
```
252
Properties=species:S:1:pos:R:3:forces:R:3:mulliken_charge:R:1
C -0.004 4.273 -6.655 -0.3 0.8 -0.2 -1.32
C -0.413 2.811 -6.462 0.9 0.0 1.0 -0.39
C 0.672 2.013 -5.598 -1.2 0.4 -1.7 -0.72
N 0.237 0.630 -5.256 -0.5 -0.2 2.6 1.11
C 1.506 -0.069 -4.697 0.5 -1.1 0.3 -1.19
C 1.334 -1.625 -4.478 1.2 2.0 0.5 0.34
C 0.853 -2.315 -5.701 -1.4 -0.3 -0.3 -1.14
C -0.444 -1.621 -6.205 0.2 -0.2 -0.4 -0.80
C -0.262 -0.109 -6.451 0.7 -0.5 0.1 -0.76
C -0.884 0.657 -4.122 0.5 -0.8 -0.8 -0.61
H 0.727 4.683 -5.959 0.1 -0.3 0.1 0.24
H -0.866 4.939 -6.605 -0.2 -0.1 0.3 0.34
H 0.356 4.446 -7.669 0.4 -0.2 0.1 0.39
H -0.592 2.469 -7.482 0.4 -0.8 0.2 0.26
H -1.382 2.735 -5.970 0.0 0.2 0.3 0.42
H 0.906 2.509 -4.655 0.1 0.2 -0.2 0.38
H 1.571 1.812 -6.180 0.1 0.7 0.0 0.41
H 2.383 0.167 -5.300 -0.5 -0.4 -1.5 0.43
H 1.965 0.475 -3.872 -1.3 0.0 1.1 0.63
H 2.302 -2.065 -4.238 0.2 0.4 0.2 0.01
H 0.752 -1.818 -3.576 -0.4 0.0 -0.2 -0.05
H 1.582 -2.408 -6.506 0.2 0.6 0.0 0.34
H 0.703 -3.350 -5.394 -0.6 -0.1 -0.2 0.46
H -0.719 -2.027 -7.178 -0.1 -0.1 -0.1 0.52
H -1.274 -1.852 -5.537 0.0 0.2 0.1 0.18
H 0.532 0.007 -7.190 0.2 0.0 -0.1 0.45
H -1.111 0.434 -6.865 -0.2 -0.3 0.4 0.51
H -0.604 1.170 -3.202 0.7 -0.1 -0.3 -0.08
H -1.094 -0.393 -3.919 0.1 0.2 0.2 0.35
H -1.816 1.118 -4.452 0.3 0.1 -0.6 0.18
C 0.858 -4.740 3.463 1.2 -1.3 -0.1 -1.18
C 1.559 -3.739 4.371 -1.5 1.3 0.3 -0.48
C 1.138 -2.322 3.873 -0.2 -0.9 2.9 0.46
N 1.457 -1.160 4.992 1.5 -1.8 -1.9 0.99
C 0.420 -1.000 6.081 -0.2 1.5 -0.2 -0.61
C 0.835 0.108 7.140 -0.6 -0.5 -0.1 -0.07
C 2.113 -0.242 7.884 -0.5 0.4 -1.1 -1.18
C 3.197 -0.420 6.803 -0.5 -0.7 -0.1 0.01
C 2.823 -1.469 5.675 -0.5 1.2 1.5 -0.67
C 1.551 0.062 4.174 0.6 1.7 0.0 1.28
H -0.194 -4.605 3.211 0.2 0.8 -0.2 0.30
H 0.840 -5.729 3.922 0.3 -0.1 0.2 0.44
H 1.499 -4.869 2.591 -0.6 0.0 -0.6 0.03
H 2.649 -3.721 4.353 0.0 -0.7 -0.2 0.19
H 1.264 -3.959 5.397 -0.1 0.4 0.2 0.51
H 0.060 -2.243 3.735 0.1 0.0 -0.1 0.28
H 1.653 -2.298 2.913 0.1 1.6 0.2 -0.45
H 0.143 -1.969 6.495 0.5 0.0 0.2 0.52
H -0.478 -0.609 5.601 0.0 -0.1 -0.2 0.12
H -0.018 0.291 7.794 -0.2 -0.6 0.2 0.63
H 0.892 1.105 6.702 0.4 -0.3 -0.6 -0.43
H 1.911 -1.098 8.527 0.4 -0.4 -0.1 0.37
H 2.430 0.575 8.532 -0.1 0.1 0.0 0.51
H 4.053 -0.792 7.366 0.5 0.0 -0.7 0.58
H 3.422 0.546 6.351 0.3 0.0 0.1 -0.32
H 2.670 -2.379 6.255 0.0 -0.4 -0.6 0.59
H 3.619 -1.524 4.932 -0.2 -0.1 -0.1 0.08
H 1.892 0.846 4.850 -0.4 0.3 -0.4 0.00
H 0.632 0.303 3.639 -0.4 -0.1 0.7 -0.33
H 2.266 0.069 3.352 0.6 -0.9 0.3 -1.08
C -4.566 5.011 3.970 0.6 -0.5 -1.1 -1.55
C -3.858 3.844 3.198 0.6 0.0 1.4 0.79
C -4.665 2.993 2.235 1.3 -0.3 -0.2 -0.43
N -3.880 1.674 1.766 -1.2 -1.0 2.6 0.49
C -3.640 0.748 3.103 -1.4 -0.2 -2.3 -0.76
C -3.273 -0.689 2.695 2.0 0.2 -1.7 0.41
C -4.067 -1.366 1.498 -0.8 1.7 1.5 -1.73
C -4.318 -0.443 0.270 1.4 -0.3 1.2 1.48
C -4.829 0.932 0.758 1.5 0.5 0.6 -1.08
C -2.571 2.025 1.144 -0.7 -1.7 -0.3 -0.09
H -3.806 5.491 4.587 0.0 -0.1 0.1 0.27
H -5.381 4.707 4.627 -0.1 -0.1 -0.2 0.40
H -4.872 5.749 3.229 -0.4 0.1 0.1 0.40
H -3.462 3.193 3.977 0.1 0.0 0.2 0.11
H -2.967 4.266 2.734 -0.2 0.0 -0.3 -0.33
H -4.802 3.586 1.330 -0.5 -0.3 -0.2 0.27
H -5.584 2.696 2.740 -0.1 -0.3 -0.5 0.50
H -4.619 0.636 3.569 0.0 1.0 0.3 0.33
H -2.886 1.319 3.645 -0.2 -0.5 0.3 0.38
H -3.204 -1.402 3.517 -0.5 0.4 0.4 0.73
H -2.220 -0.563 2.443 0.3 -0.5 -0.5 -0.67
H -5.052 -1.461 1.955 -0.5 -0.4 -0.1 0.46
H -3.750 -2.383 1.265 0.4 0.3 -0.1 0.68
H -4.973 -1.026 -0.378 -0.5 0.7 -0.1 -0.51
H -3.387 -0.346 -0.288 0.0 0.2 -0.1 -0.32
H -5.749 0.831 1.333 -0.2 0.2 -0.4 0.41
H -4.800 1.721 0.007 -1.0 -0.4 -0.5 0.64
H -2.153 1.095 0.759 -0.1 0.0 -0.1 -0.28
H -1.851 2.295 1.916 -0.2 0.9 -0.3 0.37
H -2.842 2.634 0.282 0.8 0.6 0.4 -0.40
C -5.533 -5.736 -8.558 0.3 0.3 -0.6 -1.56
C -5.621 -5.356 -7.076 0.5 -0.3 0.1 -0.25
C -6.773 -4.371 -6.717 -0.2 -0.3 0.3 -0.51
N -6.908 -3.873 -5.228 0.1 -1.0 1.3 0.28
C -7.938 -2.694 -5.078 1.5 0.5 1.1 -0.69
C -7.933 -2.144 -3.590 2.1 -0.9 -1.7 -0.91
C -6.524 -1.691 -3.173 -0.5 -0.6 1.3 -0.28
C -5.522 -2.844 -3.160 0.2 -0.3 -1.7 -0.34
C -5.532 -3.612 -4.548 0.4 1.3 -0.3 -1.30
C -7.463 -5.103 -4.488 -0.7 0.4 -0.9 -1.23
H -5.268 -4.873 -9.168 -0.7 0.3 -0.2 0.37
H -6.368 -6.304 -8.969 -0.3 0.4 0.1 0.36
H -4.670 -6.364 -8.775 0.1 -0.3 0.7 0.41
H -4.631 -4.960 -6.851 -0.2 0.5 0.2 0.30
H -5.620 -6.310 -6.548 -0.6 0.2 0.5 0.37
H -7.746 -4.838 -6.867 0.1 -0.3 -0.1 0.42
H -6.783 -3.545 -7.429 0.4 0.5 0.5 0.36
H -7.560 -1.942 -5.771 -0.4 0.0 -0.1 0.45
H -8.969 -2.999 -5.257 0.4 -0.5 -0.7 0.43
H -8.638 -1.322 -3.465 -0.4 -0.6 0.0 0.50
H -8.063 -3.081 -3.047 -1.0 0.6 0.8 0.27
H -6.161 -0.777 -3.643 0.0 -0.2 -0.4 0.47
H -6.566 -1.469 -2.106 -0.3 0.5 0.1 0.14
H -4.556 -2.347 -3.070 0.3 -0.4 -0.3 0.22
H -5.548 -3.482 -2.276 -0.6 -0.3 -0.2 0.20
H -4.983 -2.962 -5.230 -0.2 0.2 -0.3 0.52
H -4.984 -4.552 -4.614 -0.3 -0.1 0.6 0.65
H -8.455 -5.171 -4.935 -0.1 -0.6 0.3 0.45
H -7.573 -5.027 -3.406 0.5 0.4 -0.2 0.43
H -6.850 -5.968 -4.741 -0.1 0.2 0.1 0.43
C 5.014 -1.760 -2.348 -0.4 0.9 0.8 -1.33
C 4.597 -2.988 -1.521 0.6 0.4 -0.2 0.73
C 5.679 -3.177 -0.413 -1.0 -2.1 0.1 -0.78
N 5.325 -4.297 0.630 0.2 0.2 1.4 0.83
C 6.583 -4.496 1.520 -0.3 -1.5 -1.6 -0.71
C 6.389 -5.750 2.430 0.2 1.0 -0.8 -0.40
C 5.900 -7.012 1.698 -1.1 -0.5 0.4 -0.86
C 4.555 -6.775 0.968 0.8 1.9 0.6 -0.15
C 4.858 -5.664 -0.026 0.6 1.4 -0.1 -0.42
C 4.234 -3.763 1.523 -0.6 -0.6 -0.1 -0.87
H 4.288 -1.515 -3.123 0.1 -0.2 -0.1 0.02
H 6.016 -1.787 -2.776 0.0 -0.5 -0.2 0.55
H 5.054 -0.873 -1.716 -0.2 0.1 0.2 0.23
H 4.486 -3.800 -2.240 0.7 -0.6 0.3 0.29
H 3.573 -2.938 -1.151 0.1 0.7 0.4 -0.05
H 5.886 -2.355 0.272 -0.2 0.5 -0.6 0.04
H 6.605 -3.540 -0.860 0.1 0.2 -0.1 0.63
H 7.303 -4.696 0.727 0.5 -0.2 0.3 0.52
H 6.880 -3.556 1.986 -0.5 -0.1 0.3 0.37
H 7.287 -5.984 3.001 0.2 0.3 -0.2 0.48
H 5.656 -5.422 3.167 -0.1 -0.5 0.2 0.18
H 6.512 -7.509 0.947 0.9 0.7 0.0 0.33
H 5.850 -7.779 2.470 -0.5 -0.1 0.1 0.42
H 4.187 -7.645 0.425 -0.3 0.2 0.2 0.38
H 3.849 -6.262 1.621 -0.6 -1.2 0.3 -0.06
H 5.714 -6.038 -0.588 -0.1 0.6 -0.6 0.29
H 4.027 -5.293 -0.625 0.0 -0.8 -0.2 0.07
H 4.053 -4.481 2.323 -0.1 0.0 -0.2 0.41
H 3.334 -3.654 0.919 -0.1 0.0 0.1 0.00
H 4.439 -2.827 2.043 0.7 0.2 -0.6 -0.07
C 1.288 5.370 -2.270 1.1 0.3 0.5 -0.98
C 1.410 6.420 -1.176 -1.7 0.5 1.3 -0.73
C 0.201 6.187 -0.184 0.2 1.1 1.5 -0.32
N 0.344 6.809 1.318 -0.3 -0.5 -1.5 0.83
C 0.772 8.257 1.145 0.5 -0.9 -0.9 -0.81
C 0.715 9.076 2.377 -2.0 -0.3 1.3 -0.54
C -0.749 9.047 2.943 0.3 2.2 -0.8 -1.20
C -1.190 7.668 3.169 0.2 -2.2 1.0 -0.65
C -0.995 6.744 1.985 -0.6 0.8 -0.1 -0.59
C 1.353 5.999 2.098 0.4 1.1 -1.1 -1.25
H 1.855 5.774 -3.109 -0.2 -0.5 -0.3 0.38
H 0.241 5.176 -2.502 0.1 0.0 -0.2 0.18
H 1.799 4.473 -1.919 -0.2 -0.3 -0.3 0.24
H 1.333 7.414 -1.617 -0.4 0.1 0.0 0.32
H 2.361 6.485 -0.648 0.1 -0.8 0.0 0.43
H -0.113 5.157 -0.019 0.7 -0.2 0.0 0.14
H -0.746 6.648 -0.466 0.3 0.3 -0.6 0.37
H 0.163 8.705 0.358 -0.5 -0.2 0.1 0.47
H 1.769 8.269 0.706 0.1 -0.4 0.2 0.52
H 1.039 10.075 2.084 0.1 0.0 0.5 0.43
H 1.241 8.633 3.222 0.9 0.3 -0.3 0.23
H -1.446 9.539 2.265 0.0 0.0 -0.6 0.40
H -0.817 9.701 3.813 0.2 -0.4 0.4 0.42
H -2.254 7.484 3.323 -0.2 0.8 0.4 0.56
H -0.745 7.196 4.045 0.3 0.2 0.2 0.21
H -1.770 7.109 1.312 0.3 -0.5 -0.7 0.56
H -1.246 5.749 2.353 0.4 -0.2 -0.6 0.05
H 1.363 6.332 3.136 -0.1 -0.5 -0.1 0.66
H 2.277 6.305 1.608 0.4 -0.5 0.4 0.50
H 1.179 4.942 1.901 -0.1 0.1 0.5 0.04
N 4.136 4.655 6.140 -1.0 4.5 -3.9 -0.33
S 4.460 5.205 4.599 -1.8 2.4 -1.8 1.14
O 3.722 4.499 3.554 1.4 1.2 1.3 -0.44
O 5.778 5.769 4.359 -1.4 -1.4 0.3 -0.67
F 3.598 6.519 4.791 -0.6 0.8 -0.1 -0.33
S 5.005 3.460 6.007 1.7 -8.2 4.3 0.96
O 6.358 3.592 6.455 0.3 0.1 -1.3 -0.67
O 4.602 2.418 5.063 1.1 1.6 0.9 -0.09
F 4.375 2.890 7.417 -0.2 -1.0 0.3 -0.45
N 0.157 0.276 1.016 -5.8 -4.5 0.4 0.09
S -0.105 -1.153 0.180 -1.1 -3.4 -0.7 0.45
O 1.056 -1.934 -0.221 -1.3 1.7 0.2 -0.04
O -1.234 -1.147 -0.756 1.4 0.8 1.6 -0.30
F -0.614 -2.115 1.366 -0.5 1.1 0.1 -0.39
S 1.350 0.709 0.265 9.1 3.8 -1.2 -0.88
O 1.230 0.979 -1.155 -0.3 -0.6 1.0 0.18
O 2.537 0.048 0.805 -1.3 1.1 -1.5 0.05
F 1.466 2.170 0.900 -0.4 0.0 -0.2 -0.08
N 6.937 -1.085 2.620 3.6 -5.5 4.8 -0.06
S 6.180 0.140 2.482 -6.8 13.5 -6.4 0.52
O 6.925 1.489 2.469 -2.5 -5.0 1.0 -0.64
O 4.705 0.141 2.859 4.4 -0.6 0.0 -0.31
F 6.049 -0.026 0.863 -0.2 -0.4 0.1 -0.43
S 7.021 -0.987 4.284 2.2 -1.3 5.1 1.03
O 6.040 -1.761 5.033 0.3 0.5 -1.7 -0.60
O 7.430 0.260 4.930 -0.9 -2.1 -2.0 -0.54
F 8.326 -1.919 4.497 -0.3 0.2 -0.8 -0.35
N -4.168 4.079 -1.764 -0.5 3.0 3.2 -0.11
S -3.080 3.957 -2.803 1.3 -3.3 -9.0 0.85
O -1.843 3.309 -2.441 -0.4 1.2 0.5 -0.02
O -3.106 4.874 -3.971 0.5 -1.4 3.1 -0.69
F -3.864 2.659 -3.540 0.5 0.4 0.5 -0.48
S -3.570 5.384 -0.967 -3.3 2.3 3.0 1.04
O -3.284 6.567 -1.705 0.9 -0.6 -0.6 -0.57
O -2.794 5.028 0.169 0.8 -0.5 -0.1 -0.35
F -4.906 5.931 -0.193 0.1 -1.2 -0.7 -0.45
N 0.167 4.347 6.783 4.0 -4.3 -3.7 -0.31
S -1.196 4.826 6.994 -9.1 2.7 3.8 0.84
O -2.350 3.878 6.969 2.6 1.3 -0.1 -0.64
O -1.507 6.096 6.424 -0.1 0.6 -0.7 -0.61
F -1.065 5.200 8.526 0.1 -0.2 0.4 -0.32
S -0.117 3.601 5.312 4.7 -0.9 -2.3 0.79
O -0.369 4.546 4.259 -0.9 -0.2 0.5 0.03
O -0.780 2.330 5.283 0.0 0.4 0.4 -0.40
F 1.429 3.190 4.909 -1.8 0.4 1.3 -0.37
N 0.368 -6.882 -2.182 1.8 -2.9 -2.2 -0.27
S 0.802 -5.469 -1.935 -0.8 6.7 4.5 0.82
O 1.398 -4.749 -3.043 0.2 -0.4 0.8 -0.45
O 1.269 -5.214 -0.566 0.5 -0.5 -2.1 -0.43
F -0.633 -4.848 -1.820 -0.6 0.5 -0.3 -0.17
S 1.688 -7.358 -3.003 0.8 -5.9 -3.5 0.92
O 2.898 -7.594 -2.212 -1.6 1.3 -0.8 -0.53
O 1.834 -7.071 -4.449 -0.3 0.3 3.3 -0.60
F 1.099 -8.906 -3.162 0.5 1.1 0.4 -0.35
N 5.813 3.087 -4.444 2.5 -3.1 3.3 -0.43
S 5.845 2.426 -2.897 4.9 -4.7 3.7 1.00
O 4.662 2.075 -2.098 1.4 1.6 -2.1 -0.16
O 7.078 2.726 -2.149 -2.7 0.7 -1.6 -0.66
F 6.261 0.989 -3.453 -0.2 -0.6 -0.4 -0.33
S 4.701 3.985 -4.060 -4.7 8.0 -4.3 1.05
O 4.908 5.160 -3.241 0.2 -1.5 0.5 -0.65
O 3.394 3.447 -4.145 -1.7 -1.0 0.9 -0.27
F 4.713 4.700 -5.542 0.1 0.4 -0.2 -0.45
N -3.237 -7.540 -0.828 1.0 5.8 -0.7 -0.14
S -4.096 -6.068 -0.897 2.2 3.4 1.6 1.15
O -3.757 -5.255 0.285 -0.9 -1.5 -2.4 -0.61
O -5.475 -5.981 -1.387 1.9 -0.4 0.1 -0.54
F -3.253 -5.368 -2.095 -0.7 -0.7 0.6 -0.15
S -4.433 -8.381 -0.607 -5.0 -8.0 0.7 0.94
O -4.964 -8.930 -1.866 0.0 0.9 1.9 -0.65
O -5.358 -8.031 0.485 1.4 -0.4 -1.8 -0.59
F -3.681 -9.711 -0.002 -0.3 1.0 -0.3 -0.32
```
Positions in Å, forces in eV/Å.